Entry one
Formula: C5H7F
Source: the Open Molecules 2025 dataset
Level of theory: ωB97M-V/def2-TZVPD

```
! RIJCOSX wB97M-V def2-TZVPD def2/J DEFGRID3
* xyz 0 1
C 2.368 -0.681 0.180
C 1.328 0.432 -0.113
C -0.058 0.307 -0.292
C -0.988 -0.885 -0.107
C -2.295 -0.661 0.087
H 2.929 -0.859 -0.849
H 2.987 -0.373 1.058
H 1.930 -1.756 0.113
H 1.766 1.515 0.230
H -0.700 -1.877 -0.249
H -2.731 -1.570 0.175
H -2.806 0.359 0.722
F -0.612 1.499 0.030
*
```

Calculated values
Gap between HOMO and LUMO ... 9.033 eV
LUMO ... 0.50 eV

Atomic partial charges in e from the natural (NBO) method, atoms 1 to 6: -0.68 -0.21 0.33 -0.26 -0.36 0.23

Entry two
Formula: C5H7F
Source: the Open Molecules 2025 dataset
Level of theory: ωB97M-V/def2-TZVPD

```
! RIJCOSX wB97M-V def2-TZVPD def2/J DEFGRID3
* xyz 0 1
C 1.075 -0.093 0.337
C 0.177 1.199 0.182
C -1.128 0.705 -0.279
C -1.211 -0.613 -0.316
C 0.103 -1.238 0.101
H 1.623 -0.278 1.241
H 0.135 1.945 1.054
H 0.709 1.796 -0.644
H -1.859 1.414 -0.667
H -2.147 -1.154 -0.598
H -0.013 -1.948 0.950
H 0.458 -1.747 -0.734
F 2.077 0.012 -0.628
*
```

Calculated values
Gap between HOMO and LUMO ... 10.531 eV
LUMO ... 1.15 eV

Atomic partial charges in e from the natural (NBO) method, atoms 1 to 6: 0.21 -0.48 -0.20 -0.19 -0.48 0.17

Least stable structure among those shown: entry one.